(1)
{"formula": "C21H21BrN5NiOS", "method": "wB97M-V/def2-TZVPD", "lumo_energy_ev": [-2.593, -2.727], "charge": 1, "homo_lumo_gap_ev": [8.25, 8.05], "spin_multiplicity": 3, "symbols": ["Ni", "Br", "C", "C", "C", "C", "C", "C", "H", "H", "H", "H", "N", "C", "C", "C", "C", "C", "C", "C", "N", "C", "C", "N", "C", "H", "H", "H", "H", "H", "H", "H", "N", "C", "C", "C", "N", "H", "H", "H", "H", "C", "S", "C", "O", "H", "H", "H", "H", "H", "H"], "xyz": [[0.033, 0.063, 0.071], [-3.042, -5.460, -2.149], [-2.170, -3.883, -1.542], [-0.962, -3.987, -0.876], [-0.330, -2.826, -0.442], [-0.881, -1.561, -0.663], [-2.099, -1.498, -1.340], [-2.748, -2.647, -1.778], [-0.521, -4.959, -0.699], [0.616, -2.938, 0.087], [-2.567, -0.541, -1.545], [-3.693, -2.581, -2.301], [-7.434, 7.477, 0.820], [-6.566, 6.775, 0.549], [-5.483, 5.903, 0.208], [-4.760, 6.116, -0.963], [-3.714, 5.275, -1.292], [-3.376, 4.214, -0.460], [-4.100, 4.002, 0.708], [-5.147, 4.840, 1.041], [-2.298, 3.349, -0.804], [-1.506, 3.423, -1.933], [-0.617, 2.402, -1.852], [-0.845, 1.701, -0.693], [-1.854, 2.292, -0.089], [-5.018, 6.939, -1.614], [-3.170, 5.462, -2.206], [-3.862, 3.182, 1.370], [-5.708, 4.671, 1.949], [-1.626, 4.167, -2.697], [0.156, 2.122, -2.546], [-2.268, 1.961, 0.848], [2.400, -0.846, -1.574], [3.697, -0.604, -1.829], [4.042, 0.529, -1.127], [2.869, 0.912, -0.468], [1.879, 0.071, -0.754], [1.814, -1.581, -1.941], [4.279, -1.239, -2.475], [5.001, 1.015, -1.093], [2.701, 1.756, 0.182], [-0.285, -0.587, 4.680], [-0.149, -1.282, 3.023], [1.553, -1.880, 3.134], [-0.061, -0.077, 2.111], [-0.262, -1.415, 5.389], [-1.250, -0.087, 4.736], [0.520, 0.118, 4.874], [1.605, -2.701, 3.848], [2.210, -1.063, 3.424], [1.812, -2.241, 2.139]], "atomic_forces_ev_per_a": [[-0.320, -0.519, -0.113], [0.082, 0.161, 0.068], [-0.076, -0.168, -0.065], [0.096, -0.092, 0.030], [-0.193, -0.041, -0.110], [0.461, 0.508, 0.246], [0.014, -0.190, -0.031], [-0.064, 0.087, -0.040], [-0.024, 0.000, -0.010], [0.010, 0.012, -0.004], [0.013, 0.016, 0.008], [0.008, -0.027, 0.000], [0.052, -0.046, -0.009], [-0.201, 0.155, 0.068], [0.186, -0.118, -0.096], [-0.058, -0.047, 0.124], [0.153, -0.074, -0.097], [-0.311, 0.244, 0.097], [0.100, -0.133, 0.020], [-0.025, 0.076, -0.056], [0.094, -0.084, -0.001], [0.140, -0.103, -0.107], [-0.025, 0.049, -0.050], [-0.064, 0.060, 0.172], [0.061, -0.056, -0.078], [0.001, 0.004, -0.003], [0.002, -0.004, 0.008], [-0.024, 0.028, -0.004], [0.003, -0.008, 0.006], [-0.058, 0.027, 0.040], [-0.005, 0.006, 0.018], [-0.038, 0.079, -0.027], [0.039, -0.122, -0.172], [0.058, 0.057, 0.050], [-0.009, 0.049, 0.043], [0.163, -0.051, -0.160], [-0.045, 0.279, 0.205], [-0.114, 0.005, 0.071], [-0.067, -0.027, -0.013], [-0.004, -0.034, -0.021], [-0.038, -0.028, 0.010], [-0.060, -0.127, -0.245], [0.339, -0.370, 0.552], [-0.303, 0.071, -0.079], [0.086, 0.506, -0.177], [-0.001, 0.009, -0.008], [-0.004, -0.020, -0.004], [0.045, -0.019, -0.099], [-0.044, 0.007, -0.003], [-0.044, 0.040, 0.015], [0.013, -0.031, 0.029]]}



(2)
{"formula": "C6H6O4", "method": "wB97M-V/def2-TZVPD", "lumo_energy_ev": 0.336, "de_lowest_ev": 0.140, "smiles": "O=C(O)/C=C1\\CCC(=O)O1", "homo_lumo_gap_ev": 10.29, "spin_multiplicity": 1, "symbols": ["O", "O", "O", "O", "C", "C", "C", "C", "C", "C", "H", "H", "H", "H", "H", "H"], "xyz": [[0.913, -1.304, -1.901], [-0.940, 1.727, 3.045], [-0.954, -2.146, -2.820], [-1.319, 0.492, 1.160], [-0.304, -1.410, -1.889], [-0.571, 1.178, 2.018], [-1.069, -0.786, -0.833], [-0.557, 0.036, 0.130], [0.880, 1.284, 1.552], [0.883, 0.482, 0.270], [-0.272, -2.439, -3.455], [-2.144, -1.018, -0.783], [1.171, 2.302, 1.442], [1.570, 0.891, 2.298], [1.561, -0.396, 0.341], [1.152, 1.107, -0.576]], "atomic_forces_ev_per_a": [[-0.409, -0.204, -0.583], [-0.417, -1.540, -2.109], [-0.073, 0.403, 0.299], [-0.999, -0.503, -0.558], [2.060, 0.144, 0.136], [1.783, 2.947, 3.496], [-1.987, 0.774, 1.434], [0.735, -1.762, -1.972], [-0.474, -1.154, 0.039], [0.247, -0.424, 0.150], [-0.223, 0.107, 0.380], [0.539, 0.156, 0.015], [-0.123, 0.925, -0.190], [-0.310, -0.177, 0.177], [-0.533, 0.608, -0.432], [0.183, -0.300, -0.281]]}



(3)
{"formula": "C34H36Cl5EuN7O2", "method": "wB97M-V/def2-TZVPD", "lumo_energy_ev": [0.425, 0.424], "de_lowest_ev": 0.000, "homo_lumo_gap_ev": [6.05, 8.32], "spin_multiplicity": 8, "symbols": ["Eu", "C", "C", "C", "C", "C", "C", "C", "N", "N", "C", "C", "C", "C", "C", "C", "N", "C", "C", "C", "C", "C", "C", "N", "H", "H", "H", "H", "H", "H", "H", "H", "H", "H", "H", "H", "H", "H", "H", "H", "H", "H", "H", "H", "Cl", "C", "C", "C", "Cl", "C", "Cl", "C", "Cl", "C", "Cl", "C", "C", "C", "C", "O", "H", "H", "H", "H", "H", "H", "H", "H", "H", "C", "N", "C", "C", "C", "N", "C", "O", "N", "H", "H", "H", "H", "H", "H", "H"], "xyz": [[0.276, -0.082, -0.032], [0.357, -2.318, 2.857], [0.719, -1.375, 3.984], [1.462, -0.096, 3.667], [2.012, 0.612, 4.735], [2.637, 1.817, 4.499], [2.713, 2.277, 3.191], [2.167, 1.496, 2.196], [1.541, 0.335, 2.416], [-0.635, -1.876, 1.871], [-0.949, -3.016, 1.012], [0.228, -3.519, 0.209], [0.390, -4.880, -0.015], [1.483, -5.317, -0.741], [2.394, -4.380, -1.197], [2.159, -3.046, -0.921], [1.089, -2.611, -0.249], [-1.874, -1.441, 2.501], [-2.789, -0.636, 1.602], [-4.046, -0.284, 2.080], [-4.849, 0.527, 1.307], [-4.390, 0.936, 0.060], [-3.140, 0.518, -0.341], [-2.342, -0.237, 0.419], [-0.001, -3.251, 3.320], [1.263, -2.562, 2.310], [1.355, -1.956, 4.655], [-0.160, -1.122, 4.585], [1.918, 0.216, 5.743], [3.055, 2.395, 5.318], [3.190, 3.219, 2.943], [2.237, 1.813, 1.168], [-1.743, -2.714, 0.337], [-1.325, -3.850, 1.620], [-0.336, -5.581, 0.381], [1.630, -6.376, -0.931], [3.278, -4.672, -1.752], [2.851, -2.286, -1.257], [-1.634, -0.801, 3.342], [-2.433, -2.303, 2.904], [-4.368, -0.626, 3.061], [-5.823, 0.840, 1.669], [-4.983, 1.575, -0.583], [-2.733, 0.805, -1.304], [-1.267, 1.812, 3.631], [-1.390, 2.654, 2.068], [-0.725, 2.155, 0.951], [-0.900, 2.975, -0.147], [-0.115, 2.459, -1.642], [-1.676, 4.128, -0.222], [-1.822, 5.038, -1.691], [-2.361, 4.533, 0.913], [-3.376, 5.931, 0.877], [-2.213, 3.786, 2.076], [-3.076, 4.281, 3.497], [-2.655, -2.843, -2.084], [-1.800, -1.961, -2.972], [-2.704, -1.206, -3.944], [-0.782, -2.815, -3.720], [-1.107, -1.001, -2.152], [-3.355, -3.422, -2.699], [-3.236, -2.233, -1.386], [-2.039, -3.554, -1.530], [-3.151, -1.892, -4.676], [-2.127, -0.447, -4.482], [-3.515, -0.706, -3.398], [-1.287, -3.612, -4.282], [-0.092, -3.273, -3.003], [-0.201, -2.202, -4.417], [5.219, 0.359, -1.345], [3.988, 0.375, -2.134], [4.012, 0.584, -3.490], [2.894, 0.577, -4.221], [1.613, 0.328, -3.558], [1.625, 0.080, -2.205], [2.756, 0.147, -1.510], [2.744, -0.004, -0.267], [0.476, 0.268, -4.176], [5.967, 0.961, -1.856], [5.607, -0.650, -1.212], [5.023, 0.777, -0.366], [4.991, 0.767, -3.919], [2.933, 0.757, -5.287], [0.593, 0.438, -5.166], [-0.661, -0.420, -2.797]], "atomic_forces_ev_per_a": [[-0.296, -0.292, 0.239], [0.059, 0.006, -0.019], [0.081, 0.126, 0.111], [-0.178, -0.137, 0.070], [-0.014, -0.035, 0.184], [0.038, 0.097, 0.096], [0.106, 0.107, 0.048], [0.001, -0.002, 0.032], [0.111, -0.050, -0.001], [-0.137, -0.140, 0.028], [0.168, 0.003, -0.083], [-0.015, 0.062, 0.096], [-0.133, -0.103, 0.006], [0.041, -0.153, -0.030], [0.096, -0.075, -0.046], [-0.111, 0.129, -0.087], [0.175, -0.410, 0.020], [-0.089, -0.007, -0.069], [0.084, -0.069, 0.160], [-0.126, -0.019, 0.160], [-0.162, 0.066, -0.004], [-0.122, 0.084, -0.008], [0.053, 0.082, -0.112], [-0.265, -0.262, 0.133], [-0.003, -0.076, 0.066], [0.129, -0.041, -0.072], [0.013, -0.022, 0.065], [0.017, 0.036, 0.006], [0.033, 0.058, -0.133], [-0.043, -0.068, -0.085], [-0.066, -0.123, 0.044], [-0.034, 0.041, -0.128], [-0.095, 0.044, -0.109], [-0.106, -0.081, 0.042], [0.055, 0.039, -0.016], [-0.023, 0.132, 0.015], [-0.087, 0.030, 0.046], [-0.030, 0.003, 0.034], [0.010, 0.121, 0.062], [0.006, 0.024, 0.005], [0.042, 0.052, -0.134], [0.088, -0.026, -0.041], [0.046, -0.065, 0.065], [-0.013, -0.008, 0.005], [0.145, -0.022, -0.258], [-0.213, 0.032, 0.002], [-0.360, 1.020, 0.702], [-0.082, 0.063, -0.203], [-0.025, 0.110, -0.170], [0.025, 0.037, -0.243], [0.012, -0.076, 0.136], [-0.084, 0.110, 0.022], [0.080, -0.098, 0.006], [0.023, -0.162, 0.249], [0.060, -0.029, -0.063], [-0.145, -0.102, 0.096], [-0.086, 0.051, -0.163], [-0.121, 0.103, -0.144], [0.123, -0.080, -0.143], [-0.454, -0.389, 0.026], [0.131, 0.101, 0.096], [0.025, -0.061, -0.028], [-0.024, 0.009, 0.022], [0.083, 0.138, 0.169], [-0.069, -0.108, 0.048], [0.153, -0.075, -0.103], [0.081, 0.122, 0.094], [-0.061, 0.025, -0.076], [-0.092, -0.089, 0.133], [-0.217, 0.073, -0.239], [-0.060, -0.047, 0.152], [0.214, 0.020, 0.095], [-0.216, 0.065, -0.015], [0.018, -0.397, -0.266], [0.685, 0.134, -0.591], [0.369, 0.142, -0.174], [0.578, -0.010, 0.060], [-0.029, 0.082, 0.352], [0.001, 0.005, 0.004], [-0.038, -0.086, -0.024], [-0.051, 0.071, 0.107], [-0.072, -0.040, 0.037], [-0.028, -0.008, 0.078], [0.002, 0.080, -0.109], [0.416, 0.206, -0.335]]}



| no. | total energy (eV) |
| --- | --- |
| 1 | -153529.99052 |
| 2 | -14509.32489 |
| 3 | -132312.99023 |